1.
79
Properties=species:S:1:pos:R:3:mulliken_spin:R:1 method="wB97M-V/def2-TZVPD" homo_ev="-1.6 / -2.5" homo_lumo_gap_ev="5.739 / 6.400" energy_ev=-99953.6815 multiplicity=2 total_charge=-2 e_lumo_ev="4.2 / 3.9" e_above_lowest_ev=1.180
C 0.071 -0.043 -3.959 0.00
F -1.772 4.262 3.106 0.00
F -0.452 2.947 -3.586 0.00
C -0.728 -2.604 1.639 0.08
H -6.541 1.380 4.076 0.00
H 2.504 0.355 -0.952 -0.01
H -5.535 0.203 4.906 0.00
C 0.101 2.136 -2.670 0.00
C -4.623 1.048 3.154 0.00
F 0.824 2.071 3.575 0.00
F -1.049 2.170 4.629 0.00
C -2.962 -3.488 1.793 0.05
F 1.350 -0.351 -3.796 0.00
C -5.514 1.146 4.358 0.00
C -4.156 0.202 0.955 0.02
H -4.620 1.736 -0.769 0.00
F -0.590 -1.186 -4.178 0.00
Ta 0.075 -0.048 0.244 0.56
H -2.168 0.691 -4.857 0.00
C -4.070 1.436 -1.648 0.00
S 2.575 -2.015 -1.315 0.04
C -4.701 1.515 -2.866 0.00
H -3.097 2.258 3.980 0.00
H 5.188 0.736 1.192 0.00
F 1.420 2.141 -2.907 0.00
C -0.506 0.703 -2.721 0.02
N -2.134 0.821 -0.284 0.01
C 1.492 -1.798 -0.094 -0.04
H 3.660 2.701 2.166 0.00
H -4.608 0.288 -5.934 0.00
H 4.925 1.509 -0.391 0.00
C 3.141 1.159 0.756 -0.01
F 0.040 4.230 1.955 0.00
C -1.167 3.663 2.060 0.00
N -1.080 -1.794 0.603 0.00
F -1.856 4.020 0.969 0.00
C 0.721 -2.856 1.947 0.00
H -4.465 -0.395 0.110 0.00
O -0.267 1.710 1.199 0.04
H -5.891 -0.314 2.068 0.00
C -4.744 1.218 -5.381 0.00
H -5.816 1.370 -5.254 0.00
C 3.067 2.597 1.258 0.00
C -4.053 -4.322 2.507 0.00
C -0.454 1.678 3.519 -0.01
C -2.269 -2.038 0.014 0.12
C 2.658 0.249 1.906 0.01
O 1.421 -0.120 1.782 0.04
F -0.489 0.347 3.611 0.01
O -3.636 -5.107 3.369 0.01
H -4.370 2.027 -6.012 0.00
C -4.976 0.264 2.056 0.00
C -2.710 0.864 -3.940 0.00
O 1.631 -2.715 0.920 0.00
C -2.921 0.874 0.877 0.04
H -1.358 -4.002 3.123 0.00
O -0.076 -0.008 -1.649 -0.03
C 4.542 0.774 0.317 0.00
H 3.449 3.270 0.490 0.00
H 2.036 2.857 1.476 0.00
C -2.728 0.988 -1.493 0.02
H -4.185 -2.990 0.120 0.00
H -5.731 1.851 -2.896 0.00
O 3.375 -0.010 2.845 0.00
C -1.102 2.114 2.172 0.01
H -5.165 1.920 5.040 0.00
C -2.027 0.807 -2.729 0.01
O 2.232 1.081 -0.351 0.03
O 1.085 -3.390 2.963 0.03
C -4.052 1.178 -4.048 0.00
C -3.220 -2.855 0.584 -0.04
O -5.208 -4.127 2.093 0.00
H -2.445 -1.505 -0.908 0.02
F -0.091 2.685 -1.472 0.00
C -2.510 1.551 2.043 -0.05
H 4.544 -0.212 -0.151 0.00
F 0.002 0.677 -5.101 0.00
C -1.659 -3.398 2.280 0.01
C -3.391 1.671 3.119 0.01

2.
64
Properties=species:S:1:pos:R:3:mulliken_spin:R:1 method="wB97M-V/def2-TZVPD" homo_ev="-3.0 / -4.8" homo_lumo_gap_ev="5.244 / 6.841" energy_ev=-76690.5322 multiplicity=3 total_charge=-1 e_lumo_ev="2.2 / 2.0" e_above_lowest_ev=0.000
H 3.440 0.250 -2.633 0.00
N -2.461 -0.548 3.414 0.00
N -1.358 0.652 1.549 0.04
H -2.202 2.996 -1.306 0.00
H 0.605 -3.193 2.992 0.00
C -4.251 -4.297 -4.490 0.00
H -4.783 -2.687 3.597 0.00
S -0.818 -1.769 -1.640 0.18
N -4.079 -1.083 1.773 0.00
C -3.547 -1.174 2.989 0.00
C 2.559 4.780 0.117 0.02
C -1.848 0.117 2.449 0.01
C 1.556 -0.056 3.827 0.00
H 2.709 5.852 0.189 0.00
Pt -0.718 0.387 -0.695 1.11
H 7.131 -1.591 -1.495 0.00
H 0.418 6.274 -0.473 0.00
C -2.438 -1.897 -2.288 0.00
C -3.467 -0.979 -1.963 0.01
N -7.430 -2.593 -4.192 0.01
C -4.744 -1.193 -2.483 -0.04
C -0.988 4.727 -0.928 0.00
C -6.358 -2.451 -3.797 0.00
H 4.567 4.289 0.640 0.00
C 6.136 -1.247 -1.242 0.02
C 4.065 -0.210 -1.875 0.03
C -4.001 -3.173 -3.645 -0.01
H -1.936 -3.659 -3.390 0.00
C 1.160 -1.660 1.606 -0.01
C 1.591 -0.345 1.433 -0.04
C 1.278 4.305 -0.253 0.01
H 1.692 0.584 4.690 0.00
S -3.197 0.387 -0.914 0.26
C 0.230 5.208 -0.546 0.00
H 2.090 1.483 2.438 0.00
C 3.567 -0.367 -0.581 0.06
C -0.248 2.410 -0.707 0.26
C -5.028 -2.273 -3.309 0.03
C 5.644 -1.425 0.040 -0.01
P 1.843 0.243 -0.291 0.11
C 1.043 2.907 -0.346 -0.11
C 2.145 2.031 -0.096 0.03
C 5.341 -0.635 -2.204 0.00
H 6.254 -1.906 0.795 0.00
N -4.206 -1.930 3.919 0.00
H 4.207 1.854 0.419 0.01
H -3.683 -2.098 4.762 0.00
H 4.001 -1.129 1.380 0.01
N -4.438 -5.202 -5.175 0.00
H -4.924 -1.577 1.548 0.00
H 0.955 -1.762 4.983 0.00
C 4.368 -0.987 0.371 0.02
C -1.219 3.339 -1.006 -0.02
C 3.588 3.917 0.362 -0.01
C 1.140 -1.368 3.991 0.00
H 0.969 -2.283 0.739 0.01
H 5.711 -0.499 -3.212 0.00
H -1.794 5.411 -1.170 0.00
C 3.379 2.529 0.242 0.00
H -3.682 -0.501 1.028 0.00
H -5.534 -0.497 -2.234 -0.01
C -2.727 -2.967 -3.132 0.01
C 1.783 0.452 2.555 0.00
C 0.943 -2.170 2.875 0.01